1.
DFT (wB97M-V/def2-TZVPD) results for a 3-piece molecular cluster, C6H18O3 overall.

Each line ends with the natural charge from an NBO analysis.
Atoms and positions in Å:
C1 -14.42886 13.93525 -24.25642  -0.62
C2 -15.04125 12.68227 -24.78476  -0.07
O1 -15.09519 11.73272 -23.69870  -0.73
H1 -14.50999 14.75036 -24.97997  0.20
H2 -13.36347 13.79862 -24.06043  0.21
H3 -14.89908 14.22919 -23.31985  0.22
H4 -14.45880 12.26072 -25.60584  0.17
H5 -16.06801 12.86435 -25.12124  0.15
H6 -15.23964 10.85092 -24.05084  0.47
C3 -13.71645 11.93737 -29.44982  -0.63
C4 -14.74913 12.66161 -28.62947  -0.06
O2 -14.06742 13.77540 -28.03940  -0.73
H7 -12.74386 12.04051 -28.97377  0.22
H8 -13.64138 12.34385 -30.46028  0.21
H9 -13.92564 10.87057 -29.54711  0.21
H10 -15.09657 12.01152 -27.81464  0.15
H11 -15.63947 12.94282 -29.19679  0.16
H12 -14.62799 14.19556 -27.38140  0.47
C5 -16.30971 16.82941 -29.32625  -0.65
C6 -15.89543 18.17397 -29.89367  -0.06
O3 -14.77523 18.09465 -30.75634  -0.71
H13 -16.93324 16.24047 -30.00713  0.21
H14 -16.87608 16.95278 -28.40201  0.21
H15 -15.45935 16.15522 -29.17397  0.21
H16 -15.73762 18.88569 -29.07721  0.15
H17 -16.69900 18.56980 -30.51692  0.18
H18 -14.01398 17.79856 -30.24922  0.46

Force components x, y, z for each atom (eV/Å):
0.6 0.5 0.0
-0.5 -0.9 0.4
0.2 0.3 -0.2
-0.1 0.0 0.1
-0.1 -0.1 0.0
-0.1 0.1 0.0
0.0 0.1 -0.1
0.0 0.1 -0.2
0.0 0.0 -0.1
0.1 -0.3 -0.6
0.2 -0.2 1.0
-0.2 0.2 -0.3
0.0 0.0 0.1
0.0 0.1 0.1
-0.1 0.1 0.0
0.0 0.0 -0.1
0.1 0.2 -0.1
-0.1 0.0 0.0
-0.2 -0.8 -0.2
-0.3 -0.1 -0.1
0.1 0.1 -0.1
-0.1 0.4 -0.1
0.1 -0.1 0.1
0.2 0.4 0.4
0.2 0.0 0.0
0.0 0.1 0.1
0.0 0.0 0.0

The HOMO energy is -10.4 eV. The value obtained for the calculated total energy is -465.07351 Eh. Its orbital gap is 10.973 eV. The value obtained for the energy above the lowest of the compared OMol25 structures with the same formula, charge and spin is 0.9895 eV. As for the SMILES: CCO.CCO.CCO.



2.
DFT (wB97M-V/def2-TZVPD) results for C10H7LaN2O5 as an isolated structure.

Each line ends with the Mulliken charge.
Atoms and positions in Å:
O1 -0.10493 3.98881 -4.41366  -0.07
C1 -0.05114 3.20933 -3.58550  0.09
La1 0.12599 0.61416 -1.26430  1.19
O2 -0.09688 4.13546 0.70477  -0.09
C2 -0.03088 3.18854 0.05385  0.13
C3 -0.01231 -0.43392 -3.23947  -0.12
O3 -0.25346 -1.32072 -2.38361  -0.37
C4 2.67391 1.23238 -1.72836  0.25
O4 3.81150 1.30481 -1.89979  -0.10
C5 -2.51544 1.19543 -1.63010  0.22
O5 -3.65047 1.22204 -1.80809  -0.11
H1 0.05660 -0.61550 -4.31941  0.45
N1 -1.72679 -1.94889 0.53745  -0.33
C6 -0.68983 -1.57083 1.34030  0.89
C7 -0.42202 -2.17965 2.57805  -0.72
C8 0.64585 -1.71441 3.34448  -0.28
C9 1.39301 -0.62134 2.88515  -0.91
C10 1.07503 -0.04460 1.66143  0.24
N2 0.06539 -0.53326 0.87768  -0.17
H2 -1.72474 -1.76881 -0.46259  0.08
H3 -2.27201 -2.73814 0.84055  0.25
H4 -1.04737 -3.01676 2.88169  0.34
H5 0.90010 -2.19285 4.29136  0.43
H6 2.22587 -0.21926 3.46372  0.40
H7 1.62503 0.82798 1.27438  0.32

Force components x, y, z for each atom (eV/Å):
0.1 -1.9 2.0
-0.1 1.7 -1.8
0.3 2.9 2.8
0.3 -3.6 -2.5
-0.3 3.9 2.7
0.1 -1.2 -1.9
-0.2 -0.6 -1.6
5.9 0.4 -1.0
-4.7 -0.2 0.7
-5.1 0.2 -0.8
4.3 0.0 0.7
-0.3 -0.8 0.1
0.0 0.0 0.2
0.4 0.6 -0.5
0.4 0.2 0.2
-0.8 -0.3 -0.6
0.5 0.9 -0.6
-0.4 -1.0 0.7
-0.1 -0.6 0.9
0.1 -0.3 0.5
-0.1 -0.1 -0.2
0.2 0.2 0.1
-0.1 0.1 -0.3
-0.3 -0.1 -0.1
-0.1 -0.3 0.2

The HOMO energy is -15.4 eV. The value obtained for the calculated total energy is -901.95753 Eh. As for the total charge: +2. Its orbital gap is 6.836 eV. The value obtained for the energy above the lowest of the compared OMol25 structures with the same formula, charge and spin is 0.0000 eV.



3.
DFT (wB97M-V/def2-TZVPD) results for C28H37NO7 in the gas phase.

Each line ends with the natural charge from an NBO analysis.
Atoms and positions in Å:
C1 5.56165 2.67936 2.55618  -0.61
C2 4.68016 1.44074 2.43007  -0.20
N1 3.70038 1.59017 1.37070  -0.46
C3 4.28383 1.57594 0.03580  -0.22
C4 4.09256 2.91755 -0.67042  -0.60
C5 2.55946 0.70402 1.50481  -0.21
C6 1.35785 1.22888 0.71782  -0.39
C7 0.16281 0.28942 0.88752  -0.28
C8 0.40603 -1.05776 0.23795  0.03
C9 0.34574 -2.21293 0.99756  -0.34
C10 0.49064 -3.45939 0.39960  0.36
O1 0.38049 -4.64053 1.05724  -0.50
C11 0.05654 -4.61196 2.43013  -0.26
C12 0.76039 -3.54382 -0.97499  0.14
O2 0.98754 -4.78953 -1.52061  -0.51
C13 0.02747 -5.22701 -2.45792  -0.24
C14 0.83383 -2.36986 -1.73620  0.34
O3 1.09189 -2.52771 -3.07342  -0.51
C15 1.25742 -1.37667 -3.85970  -0.25
C16 0.63519 -1.13772 -1.12711  -0.37
C17 -1.17064 0.80122 0.37860  -0.06
C18 -1.36461 1.75841 -0.61732  0.35
O4 -0.26779 2.28891 -1.21482  -0.50
C19 -0.41221 3.31296 -2.16875  -0.25
C20 -2.66070 2.13261 -0.98237  -0.42
C21 -3.78104 1.55482 -0.41617  0.36
O5 -5.04431 1.91313 -0.76093  -0.50
C22 -5.24194 2.92343 -1.72027  -0.25
C23 -3.62960 0.53568 0.55359  -0.19
C24 -4.70636 -0.18982 1.18457  0.11
C25 -6.13741 0.11824 0.89629  -0.64
C26 -4.40182 -1.18388 2.05444  -0.36
C27 -3.04900 -1.53490 2.39513  0.75
O6 -2.70406 -2.42981 3.13258  -0.59
O7 -2.06810 -0.76918 1.83103  -0.49
C28 -2.31313 0.19493 0.91850  0.43
H1 6.18468 2.81344 1.67612  0.20
H2 6.21034 2.58331 3.42364  0.21
H3 4.93818 3.56085 2.67807  0.21
H4 4.13840 1.30808 3.36980  0.19
H5 5.31658 0.54851 2.28301  0.16
H6 5.35560 1.35393 0.09431  0.19
H7 3.82703 0.78134 -0.56670  0.19
H8 3.03527 3.15214 -0.75250  0.20
H9 4.52717 2.88276 -1.66749  0.20
H10 4.57304 3.71133 -0.10604  0.21
H11 2.29001 0.65595 2.56306  0.19
H12 2.78946 -0.32424 1.17115  0.17
H13 1.10483 2.22345 1.08585  0.21
H14 1.62252 1.31147 -0.33164  0.21
H15 0.03369 0.11896 1.96135  0.23
H16 0.14993 -2.13682 2.05347  0.23
H17 0.85800 -4.15399 3.01868  0.17
H18 -0.05129 -5.65496 2.72353  0.20
H19 -0.88188 -4.08126 2.61902  0.20
H20 -0.96931 -5.27805 -2.00497  0.17
H21 -0.00655 -4.57485 -3.33511  0.18
H22 0.33936 -6.22597 -2.75791  0.19
H23 0.33567 -0.78625 -3.91260  0.17
H24 2.07053 -0.74588 -3.48613  0.18
H25 1.51043 -1.73578 -4.85662  0.20
H26 0.65691 -0.22902 -1.70529  0.22
H27 0.60289 3.58435 -2.45613  0.21
H28 -0.95469 2.97094 -3.05648  0.18
H29 -0.91099 4.19198 -1.74904  0.18
H30 -2.78813 2.88896 -1.73670  0.23
H31 -4.83142 2.64251 -2.69524  0.18
H32 -6.32212 3.03224 -1.80629  0.20
H33 -4.80957 3.87638 -1.39969  0.18
H34 -6.35606 1.15695 1.13250  0.23
H35 -6.35097 -0.02790 -0.16004  0.23
H36 -6.78524 -0.52699 1.48405  0.21
H37 -5.17143 -1.76586 2.53585  0.23

Force components x, y, z for each atom (eV/Å):
-0.1 -0.3 0.0
0.1 0.2 0.1
0.0 -0.1 0.2
-0.1 0.3 -0.2
0.1 -0.3 0.0
-0.2 0.1 -0.1
0.2 -0.3 0.3
0.1 0.0 -0.2
0.1 -0.3 0.1
0.1 -0.1 0.1
0.1 -0.1 -0.3
0.1 0.1 -0.4
-0.1 0.0 0.3
-0.1 -0.3 -0.1
0.2 0.6 0.3
-0.3 -0.1 -0.2
0.0 -0.2 0.0
0.0 -0.3 0.5
0.0 0.2 -0.1
0.1 0.1 -0.1
0.1 0.0 0.2
-0.3 -0.3 0.4
-0.1 -0.3 0.2
0.0 0.2 -0.2
-0.1 0.3 -0.3
0.3 -0.2 0.2
0.2 -0.2 0.2
0.0 0.2 -0.2
0.3 0.1 -0.1
0.0 -0.4 0.4
-0.2 -0.1 0.1
-0.2 0.3 -0.3
0.0 -0.5 0.4
-0.1 0.3 -0.2
0.1 0.1 0.1
-0.3 0.7 -0.7
0.1 0.1 -0.1
0.1 0.0 0.1
0.0 0.1 0.0
0.0 -0.1 -0.1
-0.1 0.0 0.0
-0.1 -0.1 0.0
0.1 0.0 0.1
-0.1 0.1 0.0
0.0 0.1 -0.2
0.0 0.1 0.1
0.0 0.0 0.0
0.0 0.0 0.1
0.0 0.1 0.0
0.0 0.1 0.0
0.1 0.0 -0.1
-0.1 0.0 0.1
0.0 0.0 0.0
0.0 0.1 0.0
0.1 0.0 0.0
0.1 0.0 0.0
0.0 -0.1 0.1
-0.1 0.0 0.0
0.0 0.0 0.0
0.0 0.0 0.0
0.0 0.1 0.0
0.0 0.1 -0.1
-0.1 0.0 0.0
0.0 0.0 0.1
0.0 -0.1 0.0
0.0 0.1 -0.1
0.0 0.0 0.1
0.1 0.0 0.0
0.0 -0.1 0.0
-0.1 0.0 0.0
-0.1 0.0 0.0
0.0 0.0 0.0
0.0 0.0 0.0

The HOMO energy is -7.7 eV. The value obtained for the calculated total energy is -1670.52283 Eh. Its orbital gap is 8.046 eV. The value obtained for the energy above the lowest of the compared OMol25 structures with the same formula, charge and spin is 0.0000 eV. As for the SMILES: CCN(CC)CC[C@H](c1cc(OC)c(OC)c(OC)c1)c1c(OC)cc(OC)c2c(C)cc(=O)oc12.